A cluster of 10 separate species, C45H60F5N5O5 in total in a non-equilibrium geometry. Source: OMol25; level of theory: ωB97M-V/def2-TZVPD.

```
120
Properties=species:S:1:pos:R:3:lowdin_charge:R:1
H 0.995 4.434 0.738 0.08
C -2.550 -2.624 -2.033 -0.08
C 2.375 -5.366 1.569 0.01
C -1.987 -4.123 3.290 -0.24
H 2.125 -1.295 0.169 0.08
N 1.214 5.271 1.294 0.01
H -3.132 -1.005 -4.987 0.09
H -0.350 -1.068 3.956 0.10
C 1.764 -0.781 3.766 -0.07
C -1.447 -3.316 2.326 -0.02
H -5.077 -2.892 3.625 0.10
C 0.263 0.655 -4.220 -0.09
N -2.354 3.984 -1.790 0.02
C 2.734 0.260 3.742 -0.08
F 5.795 -1.692 2.950 0.03
H -7.006 0.597 -0.531 0.08
C 0.944 -0.216 -3.413 -0.06
H 3.800 3.765 2.476 0.05
H -1.970 5.206 -3.430 0.08
N 2.771 -4.874 -0.752 0.01
N -5.452 0.923 1.450 -0.01
C 0.425 -0.390 3.701 -0.03
H -5.835 0.202 -1.737 0.06
F -0.180 -4.249 -4.316 0.03
C -3.273 3.899 0.408 0.01
C 5.246 -0.239 1.227 -0.02
C 1.893 -4.710 0.291 -0.55
C 0.091 0.978 3.664 -0.26
C -3.109 -1.763 -2.932 -0.09
H 2.233 1.022 0.499 0.13
C -2.324 -2.433 1.734 -0.09
O -3.790 0.522 0.000 0.06
H -1.313 -2.539 -5.698 0.11
F -1.156 -5.040 3.972 -0.01
O 0.883 -4.048 0.199 0.02
H 4.926 1.098 -0.491 0.11
H -3.564 0.679 2.294 0.06
F -1.220 1.364 3.755 0.04
H -2.361 3.357 0.667 0.07
H 3.218 2.345 3.628 0.10
O -4.559 3.932 -1.650 0.03
H -6.473 1.218 1.585 0.17
H -3.576 -4.668 4.585 0.11
H 5.803 -3.620 0.943 0.10
H 0.632 3.027 3.444 0.13
H -1.072 -4.250 -1.856 0.11
H 0.333 2.185 -5.641 0.10
N 1.385 0.583 0.131 0.07
H 3.150 -4.726 1.928 0.07
C -3.482 3.965 -1.089 -0.58
C -1.713 -2.579 -4.722 -0.03
H 5.647 -3.066 -1.448 0.10
F 4.283 0.867 -4.008 0.06
H -1.316 0.494 0.515 0.09
H 0.678 -1.099 -0.726 0.04
H -3.293 4.940 0.780 0.09
H 5.117 0.482 2.010 0.10
O 2.553 6.013 2.974 0.05
H -1.538 1.653 -0.845 0.05
C 3.408 4.269 1.592 -0.01
H 1.530 -5.358 2.277 0.08
H 3.168 3.482 0.856 0.06
H 4.224 4.828 1.146 0.08
H -4.118 3.402 0.914 0.07
H 3.414 -3.717 -2.208 0.06
H -4.415 2.106 2.954 0.07
H -0.814 0.635 -4.220 0.10
H 2.434 -5.044 -2.875 0.08
H -0.408 -3.518 2.024 0.10
C -4.534 1.094 2.560 -0.11
O 0.662 2.713 -0.051 -0.04
C 1.117 -0.893 0.209 -0.02
C -4.068 -2.992 3.262 -0.06
C 5.530 -2.275 -0.707 -0.08
H -2.847 -2.622 -0.974 0.10
C 5.314 -0.940 -1.109 -0.10
H 0.663 -1.217 1.110 0.05
C 2.344 1.642 3.602 -0.06
C -3.264 -4.034 3.780 0.00
C -0.917 0.889 -0.436 0.01
C -3.603 -2.252 2.209 -0.11
C 0.110 6.064 1.715 -0.10
C 2.953 0.768 -4.092 -0.32
C 2.336 -0.151 -3.364 -0.01
C 1.004 1.990 3.521 -0.02
C -2.355 4.196 -3.248 -0.05
H 1.525 -3.741 -2.108 0.07
H -5.938 1.908 -1.157 0.08
C 0.938 1.519 -5.061 -0.06
H 5.394 -0.613 -2.128 0.09
H -1.461 3.845 -1.383 0.10
H -0.705 5.905 0.972 0.08
H -0.373 5.822 2.651 0.08
H 3.656 -5.347 -0.573 0.13
H -3.383 4.094 -3.644 0.09
H -0.839 0.107 -1.156 0.05
C 2.347 5.278 2.038 -0.57
H -1.672 3.555 -3.827 0.07
C 5.591 -2.609 0.664 -0.01
H 2.014 -1.830 3.929 0.11
C -2.717 -1.700 -4.298 -0.05
C 0.458 1.469 -0.137 -0.51
H 3.769 -0.022 3.913 0.08
H -4.976 0.589 3.434 0.08
C 5.502 -1.558 1.610 -0.24
C -6.020 0.846 -0.909 0.02
H 2.946 2.182 -5.621 0.11
C -4.935 0.753 0.158 -0.56
H 2.622 -6.407 1.422 0.08
C -1.560 -3.495 -2.481 -0.01
H 0.461 -0.931 -2.810 0.07
C 5.073 0.064 -0.148 -0.07
H 2.922 -0.748 -2.695 0.10
H 0.302 7.124 1.665 0.08
H -2.043 -1.609 1.051 0.10
C 2.488 -4.276 -2.102 -0.03
H -4.293 -1.564 1.721 0.09
C 2.321 1.604 -4.983 0.01
C -1.179 -3.447 -3.824 -0.28
H -3.908 -1.080 -2.603 0.09
```

The molar mass comes out at 845.99 u. Its structure (SMILES) is Fc1ccccc1.Fc1ccccc1.Fc1ccccc1.Fc1ccccc1.Fc1ccccc1.CNC(C)=O.CNC(C)=O.CNC(C)=O.CNC(C)=O.CNC(C)=O. The orbital gap is 9.63 eV. As for the HOMO energy: -0.3386 Eh.